Run w
Entry from the Open Molecules 2025 dataset: an isolated molecule of C12H13NO2 (the ωB97M-V functional and the def2-TZVPD basis).

Structure (XYZ):
```
28
Properties=species:S:1:pos:R:3
C -1.72886 0.97245 -1.70968
C -2.01359 0.42415 -0.36580
C -3.36747 -0.36287 -0.35456
O -3.03490 -1.68568 0.03154
N -1.73246 -1.77630 0.40599
C -1.12496 -0.67457 0.15638
C -0.02968 -0.10314 1.04699
C 1.43016 -0.31018 0.57613
C 1.90973 -1.49397 0.15476
C 3.20149 -1.63139 -0.30182
C 4.07534 -0.62236 -0.28721
C 3.62520 0.58762 0.26114
C 2.32558 0.72734 0.72088
O -0.35215 1.25721 1.19903
C -1.68671 1.42797 0.81073
H -2.26969 2.01842 -1.80735
H -2.22976 0.34028 -2.43174
H -0.69508 1.16951 -2.04114
H -4.12758 0.05025 0.42260
H -3.97120 -0.29578 -1.25590
H -0.13332 -0.67776 2.00760
H 1.21547 -2.36838 0.10856
H 3.45337 -2.68550 -0.62626
H 5.18109 -0.82998 -0.59078
H 4.34473 1.37237 0.46002
H 2.02335 1.67149 1.20182
H -1.80153 2.47453 0.61439
H -2.48656 1.02427 1.59371
```

The HOMO energy is -9.3 eV. Its SMILES is C[C@@]12CON=C1[C@@H](c1ccccc1)OC2. Its LUMO energy is 0.692 eV. The multiplicity is 1. Its HOMO-LUMO gap is 9.9 eV.

For each atom in turn, the Löwdin charge in e is:
1. C -0.0343
2. C -0.3847
3. C -0.1142
4. O -0.0992
5. N 0.1349
6. C -0.1741
7. C -0.2050
8. C -0.1739
9. C -0.0620
10. C -0.1292
11. C -0.1111
12. C -0.0779
13. C -0.0348
14. O -0.0655
15. C -0.1179
16. H 0.1292
17. H 0.0741
18. H 0.0966
19. H 0.1454
20. H 0.1163
21. H 0.1760
22. H 0.1338
23. H 0.1278
24. H 0.1402
25. H 0.0994
26. H 0.1246
27. H 0.1215
28. H 0.1640

=====

Run x
Entry from the Open Molecules 2025 dataset: a 2-piece molecular cluster, C12H13NO2 overall (the ωB97M-V functional and the def2-TZVPD basis).

Structure (XYZ):
```
28
Properties=species:S:1:pos:R:3
C -2.35796 -2.36995 0.86839
C -1.93501 -1.60312 -0.36157
O -2.68860 -1.40127 -1.29336
C -0.58573 -1.14315 -0.33845
C 0.54767 -0.72263 -0.38583
C 1.88148 -0.26696 -0.37874
C 2.14865 1.08377 -0.15004
C 3.45914 1.52163 -0.10628
C 4.50167 0.62934 -0.29920
C 4.23626 -0.70616 -0.55588
C 2.93179 -1.16063 -0.59318
H -1.51916 -2.89160 1.32259
H -2.75919 -1.65785 1.59147
H -3.14992 -3.07106 0.60593
H 1.32604 1.76826 -0.00928
H 3.66834 2.56502 0.07547
H 5.52385 0.97436 -0.25569
H 5.04548 -1.39920 -0.72867
H 2.71034 -2.19827 -0.79433
C -2.49211 1.65602 1.47557
C -2.73032 1.20459 0.07435
N -1.98374 1.64546 -0.83870
O -2.16220 1.24716 -2.11932
H -1.99828 0.86615 2.04873
H -1.84340 2.53007 1.46770
H -3.43824 1.90047 1.96044
H -3.56457 0.51986 -0.10654
H -2.77229 0.47969 -2.17561
```

The HOMO energy is -9.1 eV. Its SMILES is CC(=O)C#Cc1ccccc1.C/C=N/O. Its LUMO energy is 0.060 eV. The multiplicity is 1. Its HOMO-LUMO gap is 9.1 eV.

For each atom in turn, the Löwdin charge in e is:
1. C -0.0005
2. C -0.4825
3. O 0.0568
4. C 0.0797
5. C 0.0706
6. C -0.2363
7. C -0.0196
8. C -0.0751
9. C -0.0840
10. C -0.0801
11. C -0.0286
12. H 0.0866
13. H 0.0852
14. H 0.0898
15. H 0.1161
16. H 0.1048
17. H 0.1024
18. H 0.1036
19. H 0.1167
20. C -0.0755
21. C -0.2625
22. N -0.0315
23. O -0.0493
24. H 0.0666
25. H 0.0755
26. H 0.0720
27. H 0.1199
28. H 0.0794

=====

It comes down to run w, which is 14.8 kJ/mol more stable than the next structure.

=====

Run w
Entry from the Open Molecules 2025 dataset: a 2-piece molecular cluster, C3H4N6 overall (the ωB97M-V functional and the def2-TZVPD basis).

Structure (XYZ):
```
13
Properties=species:S:1:pos:R:3
C 1.46702 0.11032 1.31751
C 0.39595 -2.07817 1.58796
C -0.88276 1.21504 -0.36301
N 1.68551 1.24094 1.35791
N -0.46591 -2.86039 1.61931
N 0.29377 -0.56382 -1.55863
N 0.96937 -1.30516 -1.00920
N -0.45529 0.49818 -1.48750
N 1.26261 -1.16618 1.29432
H -1.93728 1.70928 -0.48481
H -1.19912 0.43259 0.25951
H -0.24826 2.09127 -0.16271
H -0.88561 0.67610 -2.37064
```

The HOMO energy is -8.8 eV. Its LUMO energy is -2.184 eV. The multiplicity is 1. Its HOMO-LUMO gap is 6.6 eV.

For each atom in turn, the Löwdin charge in e is:
1. C -0.4509
2. C -0.4324
3. C -0.0791
4. N 0.1010
5. N 0.0872
6. N 0.0052
7. N 0.3156
8. N -0.0280
9. N 0.0270
10. H 0.1369
11. H 0.0750
12. H 0.0913
13. H 0.1513

=====

Run x
Entry from the Open Molecules 2025 dataset: an isolated molecule of C3H4N6 (the ωB97M-V functional and the def2-TZVPD basis).

Structure (XYZ):
```
13
Properties=species:S:1:pos:R:3
C 1.87050 0.30333 -0.11897
N 1.78821 -0.98896 -0.05376
N 0.62365 -1.53117 0.22277
C -0.48439 -0.89751 0.07376
N -1.70629 -1.39315 -0.18006
N -2.61578 -0.24828 -0.10833
C -1.78706 0.83310 0.08194
N -0.43433 0.49293 -0.01001
N 0.74255 1.22697 -0.05950
H 2.94777 0.79726 0.23014
H 0.57839 -2.38766 -0.26127
H -2.18708 1.79808 0.77278
H 0.66387 1.99505 -0.58949
```

The HOMO energy is -8.3 eV. Its SMILES is C1=NNc2nncn2N1. Its LUMO energy is 0.452 eV. The multiplicity is 1. Its HOMO-LUMO gap is 8.8 eV.

For each atom in turn, the Löwdin charge in e is:
1. C -0.1333
2. N 0.0317
3. N 0.0163
4. C -0.4041
5. N 0.0621
6. N 0.0012
7. C -0.1653
8. N -0.0384
9. N 0.0669
10. H 0.1728
11. H 0.1416
12. H 0.1739
13. H 0.0746

=====

Run y
Entry from the Open Molecules 2025 dataset: an isolated molecule of C3H4N6 (the ωB97M-V functional and the def2-TZVPD basis).

Structure (XYZ):
```
13
Properties=species:S:1:pos:R:3
C 1.96111 0.21007 -0.02308
N 1.97313 -1.01762 0.06891
N 0.72976 -1.61896 0.15383
C -0.35705 -0.88284 -0.24688
C -1.65680 -1.23325 -0.14475
N -2.37834 -0.17250 0.08797
N -1.53959 1.00168 0.10725
N -0.24025 0.53106 -0.42481
N 0.98313 1.19362 0.01014
H 2.84683 0.71530 -0.00385
H -2.06056 -2.27892 -0.15025
H -1.37773 1.56683 0.97360
H 1.11636 1.98553 -0.40806
```

The HOMO energy is -7.9 eV. Its SMILES is C1=NN=C2C=NNN2N1. Its LUMO energy is -0.534 eV. The multiplicity is 1. Its HOMO-LUMO gap is 7.4 eV.

For each atom in turn, the Löwdin charge in e is:
1. C -0.2381
2. N 0.0222
3. N 0.0560
4. C -0.2998
5. C -0.1102
6. N 0.0805
7. N -0.0053
8. N -0.0480
9. N 0.1151
10. H 0.0912
11. H 0.1458
12. H 0.1378
13. H 0.0527

=====

It comes down to run x, which is 65.1 kJ/mol more stable than the next structure.